Run one
C14H11AsNO3PdS5 | the ωB97M-V functional and the def2-TZVPD basis

Results
LUMO energy (spin up / spin down)	1.39 / -1.71	eV

The geometry in ORCA input format:
```
! wB97M-V def2-TZVPD RIJCOSX def2/J DEFGRID3
* xyz -1 5
Pd 0.50923 1.94607 -2.35009
S 1.71037 3.95501 -2.41733
As 1.89763 3.31846 -4.64126
S -0.24329 2.63895 -4.47735
S 3.04210 1.48721 -4.83679
S 2.45024 5.13486 -5.53604
N 0.28593 -0.17889 -3.00022
C -0.18027 -1.16937 -2.04298
C 0.63497 -1.40957 -0.91773
C 0.23099 -2.38037 -0.07023
C -0.99932 -3.00741 -0.21337
C -1.88281 -2.66548 -1.25209
C -1.44364 -1.74924 -2.17568
S -1.65291 -4.20392 0.89512
O -2.92018 -4.47046 0.25138
O -1.78527 -3.66751 2.24079
O -0.55537 -5.15969 0.69094
H -0.24200 -0.19003 -3.85913
H 1.23474 -0.38580 -3.30365
H 1.49755 -0.74524 -0.72570
H 0.88960 -2.79822 0.71629
H -2.90667 -3.10150 -1.32921
H -2.05833 -1.48139 -3.04566
C 0.35986 2.01718 -0.50274
C 0.28318 1.78658 0.69150
C 0.20629 1.62747 2.09890
C -0.21619 2.72919 2.90984
C -0.25620 2.64581 4.27778
C 0.06709 1.37940 4.91551
C 0.45029 0.29982 4.12685
C 0.55300 0.43235 2.76128
H -0.37791 3.67585 2.43331
H -0.41731 3.53837 4.86302
H 0.20501 1.29610 6.01492
H 0.79099 -0.66220 4.56685
H 0.83858 -0.48236 2.24298
*
```



Run two
C14H11AsNO3PdS5 | the ωB97M-V functional and the def2-TZVPD basis

Results
LUMO energy (spin up / spin down)	1.42 / -1.31	eV

The geometry in ORCA input format:
```
! wB97M-V def2-TZVPD RIJCOSX def2/J DEFGRID3
* xyz -1 5
Pd -2.16645 1.13120 -1.72780
S -0.64419 0.28455 -3.37146
As -4.35926 2.94420 -1.19954
S -2.41359 3.93109 -0.80494
S -4.32689 1.29438 0.16326
S -3.52050 1.76905 -3.20592
N -0.71407 0.73668 -0.10220
C -0.51289 1.67503 0.91440
C -1.55634 1.77950 1.83855
C -1.48829 2.75134 2.84338
C -0.27419 3.47078 2.93809
C 0.84335 3.24892 2.06956
C 0.67253 2.41382 0.98114
S -0.20376 4.55309 4.39045
O 1.18995 4.36075 4.78169
O -1.12884 4.17257 5.46189
O -0.60142 5.84285 3.78383
H -0.92891 -0.19534 0.28009
H 0.16946 0.59874 -0.57696
H -2.34457 1.05525 1.76118
H -2.19813 2.84378 3.67304
H 1.79727 3.72342 2.22270
H 1.54829 2.16323 0.34880
C -0.11721 -1.23804 -2.87572
C 0.62508 -2.18783 -2.62872
C 1.24593 -3.46312 -2.34953
C 2.57856 -3.42482 -1.92025
C 3.28733 -4.55631 -1.56239
C 2.63378 -5.79151 -1.65560
C 1.30121 -5.89638 -2.09757
C 0.56738 -4.71506 -2.43629
H 3.12402 -2.51078 -2.06931
H 4.28368 -4.40649 -1.21933
H 3.16442 -6.71903 -1.42507
H 0.93589 -6.88539 -2.35732
H -0.46864 -4.75411 -2.86611
*
```



Stability ranking, top and bottom: run two is the most stable and run one is the least stable.



Run one
C7H13OP | the ωB97M-V functional and the def2-TZVPD basis

Results
LUMO energy (spin up / spin down)	0.83 / -1.92	eV

The geometry in ORCA input format:
```
! wB97M-V def2-TZVPD RIJCOSX def2/J DEFGRID3
* xyz 0 3
C 0.58231 1.77001 0.61921
C -0.83920 1.78748 0.31134
C 1.41894 0.89424 -0.02720
C 0.71288 0.07240 -1.05582
C 0.93579 0.54740 -2.47245
C 1.12402 -1.43022 -0.92548
C -1.88621 -1.36527 3.07545
O -2.04144 0.56381 -1.90450
P -1.10621 0.56390 -0.80090
H 0.98814 2.54881 1.33460
H -1.60125 2.39245 0.76776
H 2.51720 0.91132 0.03955
H -2.60504 -1.99736 2.76733
H 0.87946 1.67136 -2.39195
H 0.24194 0.19028 -3.13738
H 1.84489 0.27614 -2.88591
H 0.27080 -2.22746 -0.78035
H 1.82199 -1.59149 -0.09890
H 1.71265 -1.92916 -1.80853
H -1.13431 -2.06026 3.33249
H -1.62096 -0.85528 2.19001
H -2.21638 -0.73309 3.85163
*
```



Run two
C7H13OP | the ωB97M-V functional and the def2-TZVPD basis

Results
LUMO energy (spin up / spin down)	0.88 / -1.17	eV

The geometry in ORCA input format:
```
! wB97M-V def2-TZVPD RIJCOSX def2/J DEFGRID3
* xyz 0 3
C -2.03391 -1.94982 0.13369
C 2.06690 -0.43281 0.83299
C -1.32543 -0.89612 -0.21714
C -0.68722 1.77124 0.21320
C -0.97972 -0.73127 -1.69026
C -1.78512 2.68985 -0.37534
C 3.31472 -1.04409 1.47799
O 0.45808 2.14883 0.11135
P -0.76456 0.14757 1.11714
H -2.19673 -1.94942 1.23379
H -2.28825 -2.60460 -0.61745
H 1.88662 0.69048 0.93376
H 1.74594 -0.59117 -0.12017
H -1.49425 -1.36068 -2.37674
H -0.93419 0.33171 -2.17102
H 0.05487 -0.99962 -1.78947
H -2.54477 2.03291 -0.83798
H -2.17696 3.12505 0.52206
H -1.27582 3.32079 -1.18104
H 4.11262 -0.55735 0.91598
H 3.36657 -1.08840 2.58944
H 3.48061 -2.05307 1.29520
*
```



Stability ranking, top and bottom: run one is the most stable and run two is the least stable.



Run one
CH4BrNO | the ωB97M-V functional and the def2-TZVPD basis

Results
LUMO energy (spin up / spin down)	0.43 / 0.52	eV

The geometry in ORCA input format:
```
! wB97M-V def2-TZVPD RIJCOSX def2/J DEFGRID3
* xyz 0 1
C 0.34973 1.23668 -0.74409
N -0.25258 -1.22820 0.63994
O 0.42273 -1.07520 -0.44389
Br -0.86005 1.65322 0.62997
H -0.21077 1.05905 -1.70719
H 1.35799 1.34886 -0.57979
H -1.09986 -1.79322 0.66616
H 0.29281 -1.20119 1.53890
*
```



Run two
CH4BrNO | the ωB97M-V functional and the def2-TZVPD basis

Results
SMILES	CONBr
LUMO energy	0.23	eV

The geometry in ORCA input format:
```
! wB97M-V def2-TZVPD RIJCOSX def2/J DEFGRID3
* xyz 0 1
C 0.37929 -0.69886 0.72698
N -0.44941 0.53274 -1.08485
O 0.68909 0.25820 -0.18759
Br -1.58912 1.85722 -0.40589
H 0.89219 -0.42568 1.66670
H 0.76537 -1.76823 0.52873
H -0.68920 -0.84480 0.79995
H 0.00179 1.08940 -2.04404
*
```



Stability ranking, top and bottom: run two is the most stable and run one is the least stable.



Run one
C3H5IO | the ωB97M-V functional and the def2-TZVPD basis

Results
LUMO energy (spin up / spin down)	-0.43 / -0.47	eV

The geometry in ORCA input format:
```
! wB97M-V def2-TZVPD RIJCOSX def2/J DEFGRID3
* xyz 0 1
C -0.18490 0.08963 -0.83131
C -0.52737 -0.93747 -1.91448
C 0.83426 1.07159 2.49937
O 0.17584 1.17624 -1.05452
I -0.41663 -0.42736 1.62614
H -0.15259 -0.39516 -2.76057
H 0.11986 -1.79119 -1.74546
H -1.52170 -1.20253 -1.88020
H 0.19936 1.85247 2.83234
H 1.47387 0.56379 3.22868
*
```



Run two
C3H5IO | the ωB97M-V functional and the def2-TZVPD basis

Results
LUMO energy	0.42	eV

The geometry in ORCA input format:
```
! wB97M-V def2-TZVPD RIJCOSX def2/J DEFGRID3
* xyz 0 1
C 0.14906 -0.48379 0.92603
C 0.77832 -1.75285 0.69543
C -0.32945 0.64158 -0.10908
O -0.55990 -1.80199 1.03265
I 2.22380 -2.56508 1.93079
H 0.37395 0.07394 1.87141
H 1.05510 -1.97606 -0.68920
H 0.46983 1.03655 -0.70037
H -0.81930 1.43319 0.47426
H -1.06945 0.28329 -0.73387
*
```



Run three
C3H5IO | the ωB97M-V functional and the def2-TZVPD basis

Results
LUMO energy (spin up / spin down)	-0.30 / 0.26	eV

The geometry in ORCA input format:
```
! wB97M-V def2-TZVPD RIJCOSX def2/J DEFGRID3
* xyz 0 1
C -0.33769 -0.90850 0.81492
C 0.78279 -1.45208 0.03927
C -0.75749 1.95030 -0.10290
O -0.94490 -1.31954 1.71890
I -0.40563 1.58823 -2.12730
H 1.68565 -0.71464 0.10644
H 0.85232 -2.49289 0.26483
H 0.56913 -1.20685 -1.03794
H -1.59059 2.54117 0.02459
H 0.14642 2.01480 0.29920
*
```



Stability ranking, top and bottom: run two is the most stable and run one is the least stable.



Run one
C2HBrN2O2 | the ωB97M-V functional and the def2-TZVPD basis

Results
LUMO energy (spin up / spin down)	-0.42 / -0.42	eV

The geometry in ORCA input format:
```
! wB97M-V def2-TZVPD RIJCOSX def2/J DEFGRID3
* xyz 0 1
C -0.82331 0.70296 0.39025
C 0.20119 -2.05324 0.11284
N 0.05431 1.39190 -0.00270
N 1.17629 1.78217 -0.00381
O -0.24292 -2.35560 1.10804
O 0.72845 -1.76228 -0.83204
Br -2.65095 0.59867 0.12868
H 1.55693 1.69541 -0.90126
*
```



Run two
C2HBrN2O2 | the ωB97M-V functional and the def2-TZVPD basis

Results
LUMO energy	-0.72	eV

The geometry in ORCA input format:
```
! wB97M-V def2-TZVPD RIJCOSX def2/J DEFGRID3
* xyz 0 1
C -0.12274 -2.24595 -0.22439
C 1.14338 0.78875 0.72215
N 0.36398 -1.16372 -0.40406
N 1.43627 -0.45006 0.02500
O -0.76895 -3.17913 -0.31259
O 1.39101 1.76135 1.34142
Br -1.94050 1.92618 -1.15826
H -1.50245 2.56258 0.01074
*
```



Run three
C2HBrN2O2 | the ωB97M-V functional and the def2-TZVPD basis

Results
SMILES	N#C[C@@H](Br)[N+](=O)[O-]
LUMO energy	-0.86	eV

The geometry in ORCA input format:
```
! wB97M-V def2-TZVPD RIJCOSX def2/J DEFGRID3
* xyz 0 1
C 0.09847 0.35886 1.78931
C 0.40041 -0.22338 0.34566
N -0.12188 0.85627 2.78684
N 0.09427 -1.68874 0.41564
O -0.98017 -2.00188 -0.01864
O 0.91959 -2.39615 0.91366
Br 2.29528 0.05063 0.02973
H -0.21179 0.27823 -0.40251
*
```



Stability ranking, top and bottom: run one is the most stable and run three is the least stable.



Run one
C2HBrN2O2 | the ωB97M-V functional and the def2-TZVPD basis

Results
LUMO energy (spin up / spin down)	-0.58 / -0.58	eV

The geometry in ORCA input format:
```
! wB97M-V def2-TZVPD RIJCOSX def2/J DEFGRID3
* xyz 0 1
C 2.12095 0.01928 0.31253
C 2.03020 2.41448 0.03120
N 1.15065 -0.47000 -0.26023
N 0.05504 -0.75553 -0.68007
O 1.00469 2.26794 0.47004
O 3.10269 2.68070 -0.39108
Br 3.83670 -0.67741 0.38134
H -0.09914 -0.21228 -1.56001
*
```



Run two
C2HBrN2O2 | the ωB97M-V functional and the def2-TZVPD basis

Results
LUMO energy	-0.02	eV

The geometry in ORCA input format:
```
! wB97M-V def2-TZVPD RIJCOSX def2/J DEFGRID3
* xyz 0 1
C 1.28411 1.38235 -0.36941
C -0.66185 -2.28356 0.05073
N 0.18438 1.35233 0.05004
N -0.86640 1.90199 0.34248
O -0.48179 -1.17400 0.15262
O -0.85825 -3.41735 -0.10168
Br 3.00845 0.76903 -0.13949
H -1.60866 1.46922 0.01472
*
```



Stability ranking, top and bottom: run one is the most stable and run two is the least stable.